[1]
Formula: C5H7OS
Source: the OMol25 dataset
Level of theory: the ωB97M-V functional and the def2-TZVPD basis

Results
net charge	-1
ΔE to the lowest compared entry with this formula, charge and spin	9.7	kcal per mole
E_tot	-18176.81012	eV
max |F|	0.0681	hartree/bohr
2S+1	3
frontier orbital gap (alpha / beta)	3.28 / 6.35	eV

```
14
C5H7OS the ωB97M-V functional and the def2-TZVPD basis
S -3.9868 0.9731 0.4245
O -3.7182 -1.5634 -0.4815
C 0.5800 1.3539 0.3353
C -3.3258 -0.4866 -0.0544
C -1.2051 -0.3920 0.0425
C -0.4954 -1.6319 -0.2639
C -0.8399 0.8765 0.2493
H -0.3123 -1.7805 -1.2852
H -1.1334 -2.4615 0.0203
H 1.1538 0.5354 0.7155
H -1.5322 1.5569 0.4949
H 0.9559 1.6990 -0.6127
H 0.5516 2.1428 1.0554
H 0.4928 -1.7622 0.2682
```

Löwdin population analysis, charges in e, atoms 1 to 2:
1. S 0.38
2. O -0.14

---

[2]
Formula: C5H7P
Source: the OMol25 dataset
Level of theory: the ωB97M-V functional and the def2-TZVPD basis

Results
net charge	0
ΔE to the lowest compared entry with this formula, charge and spin	74.5	kcal per mole
SMILES string	C#CP=C.C=C
E_tot	-14582.46769	eV
max |F|	0.0445	hartree/bohr
2S+1	1
frontier orbital gap	9.21	eV

```
13
C5H7P the ωB97M-V functional and the def2-TZVPD basis
P -0.9461 -2.5007 -0.4322
C 1.9126 1.2658 0.3819
C -0.6402 -1.4832 0.9803
C -0.2063 -0.7789 1.8362
C -2.1353 -1.6067 -1.1532
C 0.9836 1.6531 -0.4766
H 2.2577 0.2537 0.5377
H -0.0863 0.1681 2.2408
H -2.3417 -0.5033 -0.9410
H 0.5189 0.8808 -0.9814
H 2.4152 2.0132 0.9128
H -2.2781 -1.9465 -2.1875
H 0.5459 2.5847 -0.7178
```

Löwdin population analysis, charges in e, atoms 1 to 2:
1. P 0.81
2. C -0.07

---

[3]
Formula: C5H7P
Source: the OMol25 dataset
Level of theory: the ωB97M-V functional and the def2-TZVPD basis

Results
net charge	0
ΔE to the lowest compared entry with this formula, charge and spin	110.6	kcal per mole
E_tot	-14580.90231	eV
max |F|	0.0583	hartree/bohr
2S+1	1
frontier orbital gap	8.77	eV

```
13
C5H7P the ωB97M-V functional and the def2-TZVPD basis
P 0.5547 -0.4750 -1.9968
C 0.4043 2.5688 0.5649
C -0.1937 -0.8897 0.6098
C -0.4173 0.1323 -0.5074
C 0.4237 0.1734 1.4936
C 0.1756 1.2789 0.3854
H -0.4765 -1.2783 -2.3724
H 1.5653 0.1620 1.5278
H -1.4973 0.1996 -0.9197
H 0.3828 0.6511 -2.7120
H -1.1478 -1.2977 0.9599
H 0.3723 -1.8477 0.5931
H -0.1460 0.6223 2.3737
```

Löwdin population analysis, charges in e, atoms 1 to 2:
1. P 0.83
2. C 0.19

---

[4]
Formula: C5H7PS
Source: the OMol25 dataset
Level of theory: the ωB97M-V functional and the def2-TZVPD basis

Results
net charge	0
ΔE to the lowest compared entry with this formula, charge and spin	114.6	kcal per mole
E_tot	-25416.97358	eV
max |F|	0.0821	hartree/bohr
2S+1	1
frontier orbital gap (alpha / beta)	8.83 / 5.59	eV

```
14
C5H7PS the ωB97M-V functional and the def2-TZVPD basis
S 0.8965 -2.7646 1.4101
P -2.3668 1.2441 1.0140
C -0.0827 1.6046 -0.8022
C 0.6734 -1.0240 -0.6130
C 0.6985 0.5203 -0.9936
C 0.0443 -1.3264 0.7254
C -1.0368 1.5724 0.1163
H -1.0584 -1.6548 0.5679
H -0.0121 -0.3558 1.3207
H 1.6420 0.8177 -1.5215
H -1.5962 1.6650 2.0768
H 1.7649 -1.3293 -0.6299
H 0.1334 -1.5362 -1.4579
H 0.3001 2.5670 -1.2131
```

Löwdin population analysis, charges in e, atoms 1 to 2:
1. S 0.62
2. P 0.81

---

[5]
Formula: C5H8
Source: the OMol25 dataset
Level of theory: the ωB97M-V functional and the def2-TZVPD basis

Results
net charge	0
ΔE to the lowest compared entry with this formula, charge and spin	139.7	kcal per mole
E_tot	-5308.11069	eV
max |F|	0.0960	hartree/bohr
2S+1	1
frontier orbital gap	8.36	eV

```
13
C5H8 the ωB97M-V functional and the def2-TZVPD basis
C -0.0933 -2.1253 -0.1334
C -0.7400 -1.8047 -1.4135
C 0.5238 2.1812 1.3301
C -0.3924 1.2704 1.6218
C 0.5950 -1.1593 -0.9607
H -0.3109 0.2071 1.8488
H -1.5637 -1.2011 -1.3690
H -1.4592 1.5355 1.5029
H 1.5303 1.8504 1.1317
H -0.4248 -2.4413 -2.2943
H 0.3369 3.1708 0.8962
H 0.6349 -0.1746 -0.6121
H 1.3634 -1.3091 -1.5485
```

Löwdin population analysis, charges in e, atoms 1 to 2:
1. C 0.08
2. C -0.17

---

[6]
Formula: C5H8
Source: the OMol25 dataset
Level of theory: the ωB97M-V functional and the def2-TZVPD basis

Results
net charge	0
ΔE to the lowest compared entry with this formula, charge and spin	52.4	kcal per mole
SMILES string	C=C=CCC
E_tot	-5311.89385	eV
max |F|	0.0442	hartree/bohr
2S+1	1
frontier orbital gap	9.60	eV

```
13
C5H8 the ωB97M-V functional and the def2-TZVPD basis
C 0.8162 -0.3776 0.7435
C 1.3125 0.9930 0.3130
C -1.6684 -0.4320 -1.6378
C -0.6863 -0.4978 0.7350
C -1.2406 -0.6001 -0.4275
H -1.2763 -0.5010 1.6385
H 0.9919 1.2002 -0.7147
H 1.2192 -1.1439 0.0672
H -2.3589 0.3922 -1.3807
H 1.1527 -0.6402 1.7474
H 2.4042 1.0463 0.3572
H -1.5579 -1.2073 -2.4004
H 0.8917 1.7682 0.9594
```

Löwdin population analysis, charges in e, atoms 1 to 2:
1. C -0.27
2. C -0.11

---

[7]
Formula: C5H8
Source: the OMol25 dataset
Level of theory: the ωB97M-V functional and the def2-TZVPD basis

Results
net charge	0
ΔE to the lowest compared entry with this formula, charge and spin	124.5	kcal per mole
E_tot	-5308.77009	eV
max |F|	0.0971	hartree/bohr
2S+1	1
frontier orbital gap	9.58	eV

```
13
C5H8 the ωB97M-V functional and the def2-TZVPD basis
C 1.1255 0.7550 -0.0026
C -2.4768 -0.0673 -0.0384
C -0.1691 0.8272 0.1936
C 1.9459 -0.5164 0.0093
C -1.1852 -0.3607 0.2110
H 1.7087 1.6560 -0.2732
H -2.7898 0.9665 -0.2754
H 0.9779 -1.5228 -0.4365
H -0.7781 -1.4225 0.1777
H 2.6003 -0.8046 1.3677
H -3.3003 -0.8308 -0.2147
H 3.0147 -0.4405 -0.9861
H -0.6735 1.7609 0.2676
```

Löwdin population analysis, charges in e, atoms 1 to 2:
1. C -0.32
2. C -0.03

---

[8]
Formula: C5H8
Source: the OMol25 dataset
Level of theory: the ωB97M-V functional and the def2-TZVPD basis

Results
net charge	0
ΔE to the lowest compared entry with this formula, charge and spin	49.8	kcal per mole
E_tot	-5312.00894	eV
max |F|	0.0226	hartree/bohr
2S+1	1
frontier orbital gap	11.72	eV

```
13
C5H8 the ωB97M-V functional and the def2-TZVPD basis
C -0.6325 1.0478 -0.1330
C -0.6260 -1.0723 -0.0585
C 1.2270 0.0810 0.1995
C 0.1420 -0.0344 -0.8983
C -0.0913 -0.0595 0.9608
H -0.2811 -2.1073 -0.0434
H 0.3326 -0.0895 -1.9684
H -0.1934 2.0529 -0.2422
H 1.6624 1.0804 0.3294
H -1.7112 1.1055 -0.3347
H -1.7205 -1.0319 -0.1426
H -0.1091 -0.2884 2.0416
H 2.0010 -0.6842 0.2897
```

Löwdin population analysis, charges in e, atoms 1 to 2:
1. C -0.09
2. C -0.14

---

[9]
Formula: C5H8
Source: the OMol25 dataset
Level of theory: the ωB97M-V functional and the def2-TZVPD basis

Results
net charge	0
ΔE to the lowest compared entry with this formula, charge and spin	35.5	kcal per mole
SMILES string	CC#CCC
E_tot	-5312.62924	eV
max |F|	0.0187	hartree/bohr
2S+1	1
frontier orbital gap	10.23	eV

```
13
C5H8 the ωB97M-V functional and the def2-TZVPD basis
C -0.0846 0.1799 0.5593
C 0.8447 -0.8687 0.9274
C -1.5618 1.8972 -0.7286
C 1.3414 -1.3632 -0.4357
C -0.7135 0.8426 -0.2290
H 1.6576 -0.4878 1.5559
H 2.0343 -2.1983 -0.3493
H -2.3150 1.6063 -1.4644
H -2.0619 2.1616 0.2037
H 1.8137 -0.5273 -0.9646
H 0.3269 -1.6525 1.4906
H -0.9554 2.7199 -1.1193
H 0.4720 -1.6524 -1.0364
```

Löwdin population analysis, charges in e, atoms 1 to 2:
1. C -0.08
2. C -0.26

---

[10]
Formula: C5H8
Source: the OMol25 dataset
Level of theory: the ωB97M-V functional and the def2-TZVPD basis

Results
net charge	0
ΔE to the lowest compared entry with this formula, charge and spin	129.9	kcal per mole
E_tot	-5308.53254	eV
max |F|	0.0071	hartree/bohr
2S+1	1
frontier orbital gap	9.95	eV

```
13
C5H8 the ωB97M-V functional and the def2-TZVPD basis
C -1.2446 0.3657 0.0300
C 2.0446 0.1779 -0.4884
C 1.2333 -0.7253 0.1576
C -1.3690 -0.9733 0.7691
C 0.0232 -0.8244 0.4613
H 2.7736 0.7536 0.0830
H -1.6474 -0.9096 1.8213
H -1.9037 -1.7684 0.2490
H 2.3632 -0.0464 -1.5078
H -1.7077 0.3519 -0.9547
H -1.5498 1.2200 0.6318
H 0.0389 1.1716 -0.5278
H 0.9453 1.2069 -0.7244
```

Löwdin population analysis, charges in e, atoms 1 to 2:
1. C -0.13
2. C -0.10

---

[11]
Formula: C5H8
Source: the OMol25 dataset
Level of theory: the ωB97M-V functional and the def2-TZVPD basis

Results
net charge	0
ΔE to the lowest compared entry with this formula, charge and spin	34.7	kcal per mole
SMILES string	C=CCC=C
E_tot	-5312.66021	eV
max |F|	0.0427	hartree/bohr
2S+1	1
frontier orbital gap	10.75	eV

```
13
C5H8 the ωB97M-V functional and the def2-TZVPD basis
C 1.7087 0.9178 1.3352
C -1.9812 -0.8958 -0.9207
C 0.2168 0.1616 -0.5874
C -1.1581 -0.2338 -0.1007
C 1.2351 -0.0181 0.5049
H 2.5863 0.8515 1.9625
H -1.4120 -0.0249 0.9301
H 1.3348 1.9012 1.0580
H 0.5959 -0.4821 -1.3867
H -2.9161 -1.3502 -0.6169
H 1.2280 -1.0636 0.8431
H -1.7156 -0.9228 -1.9649
H 0.2772 1.1594 -1.0564
```

Löwdin population analysis, charges in e, atoms 1 to 2:
1. C 0.00
2. C 0.00

---

[12]
Formula: C5H8
Source: the OMol25 dataset
Level of theory: the ωB97M-V functional and the def2-TZVPD basis

Results
net charge	0
ΔE to the lowest compared entry with this formula, charge and spin	44.0	kcal per mole
SMILES string	C#CCCC
E_tot	-5312.25867	eV
max |F|	0.0703	hartree/bohr
2S+1	1
frontier orbital gap	10.82	eV

```
13
C5H8 the ωB97M-V functional and the def2-TZVPD basis
C 0.5725 -0.4063 0.2497
C 1.1281 -1.2885 -0.8618
C -0.7195 0.2859 -0.2066
C -1.0901 1.3430 0.6109
C -1.3692 2.2367 1.3693
H -0.7627 0.7327 -1.2326
H 0.3249 -1.1074 1.1026
H 1.4018 -0.6158 -1.7381
H 2.0447 -1.6718 -0.4314
H -1.4708 -0.4397 -0.2931
H -1.8689 2.8735 2.0628
H 1.3692 0.2511 0.5164
H 0.4399 -2.1935 -1.1480
```

Löwdin population analysis, charges in e, atoms 1 to 2:
1. C -0.26
2. C -0.14

---

> What is the formula in the fifth record?

C5H8

---

Repeat the sixth record exactly.
Formula: C5H8
Source: the OMol25 dataset
Level of theory: the ωB97M-V functional and the def2-TZVPD basis

Results
net charge	0
ΔE to the lowest compared entry with this formula, charge and spin	52.4	kcal per mole
SMILES string	C=C=CCC
E_tot	-5311.89385	eV
max |F|	0.0442	hartree/bohr
2S+1	1
frontier orbital gap	9.60	eV

```
13
C5H8 the ωB97M-V functional and the def2-TZVPD basis
C 0.8162 -0.3776 0.7435
C 1.3125 0.9930 0.3130
C -1.6684 -0.4320 -1.6378
C -0.6863 -0.4978 0.7350
C -1.2406 -0.6001 -0.4275
H -1.2763 -0.5010 1.6385
H 0.9919 1.2002 -0.7147
H 1.2192 -1.1439 0.0672
H -2.3589 0.3922 -1.3807
H 1.1527 -0.6402 1.7474
H 2.4042 1.0463 0.3572
H -1.5579 -1.2073 -2.4004
H 0.8917 1.7682 0.9594
```

Löwdin population analysis, charges in e, atoms 1 to 2:
1. C -0.27
2. C -0.11